Entry from the Open Molecules 2025 dataset: 11 unconnected molecules or ions with the total composition C50H138N25O7P7 at a distorted geometry (wB97M-V/def2-TZVPD).

Calculated values
highest occupied orbital energy (alpha / beta): -0.331 / -0.331 hartree
total charge: +1
molecular weight: 1418.640 g mol⁻¹
multiplicity: 2
frontier orbital gap (alpha / beta): 0.2458 / 0.0686 Eh
<S²>: 0.761

Structure (XYZ):
```
227
C50H138N25O7P7 wB97M-V/def2-TZVPD
O 1.43653 -4.00360 6.94369
P 0.47221 -2.90495 6.52286
N -0.46410 -2.40350 7.83635
C -0.45869 -3.17082 9.06391
C -1.73855 -1.68841 7.64072
N -0.78877 -3.33778 5.38893
C -1.43640 -2.45945 4.44203
C -0.76537 -4.67996 4.85631
N 1.18263 -1.50204 5.76469
C 1.20395 -0.21125 6.40874
C 2.14690 -1.55136 4.55795
H 0.52111 -3.58724 9.29776
H -1.18008 -3.97166 8.90152
H -0.81485 -2.64663 9.95074
H -2.07750 -1.20985 8.55952
H -2.49136 -2.37538 7.25414
H -1.58312 -0.90529 6.89865
H -2.34486 -2.89681 4.02789
H -1.84425 -1.59919 4.97279
H -0.75432 -2.11114 3.66643
H -1.67882 -4.85934 4.28927
H 0.19322 -4.72045 4.33904
H -0.74201 -5.41734 5.65870
H 0.58471 -0.27839 7.30324
H 2.24486 0.02195 6.63285
H 0.79559 0.53071 5.72256
H 1.65150 -2.20071 3.83612
H 3.15267 -1.94100 4.71510
H 2.20011 -0.57035 4.08583
O 7.54826 -3.06989 0.53612
P 7.33057 -1.81784 -0.30842
N 8.04129 -0.42527 0.40101
C 9.22775 -0.64776 1.34761
C 7.98200 0.88756 -0.23438
N 5.74831 -1.35327 -0.56421
C 4.99302 -1.98315 -1.58789
C 4.93779 -0.97179 0.53674
N 8.07997 -2.02205 -1.84177
C 9.37092 -2.67900 -1.89200
C 7.93566 -1.05318 -2.93183
H 9.08295 -1.52482 1.97841
H 9.32121 0.26154 1.94136
H 10.12433 -0.62263 0.72826
H 7.13128 0.98595 -0.90869
H 8.83410 0.87418 -0.91398
H 8.11769 1.71986 0.45624
H 4.25935 -2.64651 -1.12988
H 4.41923 -1.21869 -2.11179
H 5.72282 -2.37225 -2.29788
H 5.25960 -0.03338 0.98831
H 3.88604 -0.82764 0.28945
H 5.00606 -1.67446 1.36722
H 10.19610 -2.00001 -1.67717
H 9.33538 -3.49973 -1.17558
H 9.49962 -3.15190 -2.86561
H 8.34965 -1.44331 -3.86162
H 8.56490 -0.19727 -2.68774
H 6.91824 -0.78405 -3.21562
O 8.17670 3.05980 -3.07042
P 7.02777 3.36340 -3.96411
N 6.94660 2.20308 -5.23735
C 8.11383 1.92397 -6.07691
C 5.70266 1.52400 -5.58917
N 7.10178 4.85248 -4.78863
C 7.67416 6.05936 -4.12044
C 6.70369 5.07272 -6.12680
N 5.44844 3.31227 -3.21937
C 4.53145 4.48242 -3.08658
C 5.12296 2.28329 -2.18927
H 7.82720 2.10408 -7.11301
H 8.44169 0.88635 -6.13974
H 9.00885 2.49466 -5.82924
H 5.79611 1.00123 -6.54105
H 4.88722 2.24580 -5.63576
H 5.48455 0.83535 -4.77291
H 7.22451 7.00547 -4.42175
H 7.67473 5.97386 -3.03380
H 8.73114 6.19034 -4.35225
H 7.21965 5.87957 -6.64725
H 6.99949 4.22126 -6.73968
H 5.61941 5.15204 -6.20518
H 3.48458 4.17911 -3.10011
H 4.83181 5.09150 -2.23400
H 4.75228 5.19836 -3.87826
H 4.08073 1.97136 -2.25683
H 5.28849 2.76345 -1.22484
H 5.78305 1.43003 -2.34529
O 1.27011 -6.75533 -0.30358
P 0.85129 -5.33090 -0.56618
N 1.58189 -4.30329 0.58491
C 2.50321 -4.86531 1.61233
C 1.21833 -2.89756 0.75100
N -0.84390 -5.02766 -0.46956
C -1.46167 -5.12099 0.88553
C -1.70603 -5.36707 -1.52627
N 1.37584 -4.77081 -2.06064
C 0.89072 -3.53047 -2.66693
C 2.49112 -5.29974 -2.79861
H 3.13225 -4.03681 1.93790
H 3.08134 -5.67763 1.17187
H 1.94583 -5.21179 2.48261
H 2.04608 -2.19366 0.83736
H 0.52141 -2.80959 1.58446
H 0.69041 -2.55206 -0.13783
H -0.72063 -4.82606 1.62848
H -2.43014 -4.62957 0.97876
H -1.71016 -6.14649 1.15886
H -1.21991 -5.31079 -2.50024
H -2.15470 -6.34299 -1.34089
H -2.57550 -4.71636 -1.61949
H -0.02733 -3.20781 -2.17584
H 1.53462 -2.66831 -2.49324
H 0.72746 -3.62018 -3.74089
H 2.54186 -4.95194 -3.83039
H 2.35976 -6.36737 -2.97473
H 3.43863 -5.01730 -2.33976
O -6.41301 2.79340 -2.15898
P -6.46754 3.64098 -0.89041
N -5.29554 4.90818 -0.93167
C -4.94749 5.97104 0.05367
C -4.93510 5.28664 -2.24219
N -6.31693 2.77717 0.59081
C -6.33797 3.33518 1.95449
C -5.96900 1.35929 0.53098
N -7.99131 4.47293 -0.72315
C -9.17989 3.88364 -1.42739
C -8.27318 5.51413 0.24546
H -5.10248 5.64148 1.08103
H -5.62538 6.79821 -0.15698
H -3.91830 6.31802 -0.03833
H -4.34730 4.49747 -2.71103
H -4.33951 6.19925 -2.26479
H -5.86897 5.33670 -2.80208
H -5.30147 3.50741 2.24451
H -6.90344 4.26566 2.00506
H -6.74520 2.61630 2.66546
H -5.92338 1.05483 -0.51463
H -4.98980 1.14190 0.95760
H -6.75413 0.75661 0.98755
H -9.51909 3.14221 -0.70398
H -9.97937 4.61539 -1.54347
H -8.97982 3.35537 -2.35959
H -8.69473 5.00907 1.11455
H -8.88655 6.31321 -0.17089
H -7.36051 5.94677 0.65528
O -0.77339 -0.59758 -0.65385
P -0.59156 0.81566 -0.42501
N 0.93242 1.32150 -1.03646
C 1.38260 2.72841 -0.95615
C 1.57808 0.40804 -2.02641
N -0.59778 1.37870 1.18509
C 0.51064 1.02781 2.07495
C -1.81888 1.60651 1.91970
N -1.71961 1.87754 -1.20698
C -2.96722 1.21349 -1.58585
C -1.79049 3.31282 -0.95179
H 2.45924 2.76819 -1.12160
H 1.16364 3.12169 0.03657
H 0.91539 3.44985 -1.62647
H 2.27516 0.97223 -2.64598
H 0.79642 -0.12126 -2.57133
H 2.12545 -0.37713 -1.50489
H 0.43983 -0.02223 2.35867
H 1.51074 1.30220 1.73939
H 0.39653 1.55428 3.02253
H -2.69712 1.52218 1.27963
H -1.99752 0.90351 2.73333
H -1.85771 2.61784 2.32442
H -3.66147 1.12283 -0.75044
H -3.56035 1.86482 -2.22777
H -2.83741 0.26212 -2.10175
H -2.32391 3.42504 -0.00787
H -2.34168 3.92407 -1.66640
H -0.82411 3.77347 -0.74680
O -5.06246 -5.05796 -0.97583
P -5.65467 -4.22672 0.11384
N -7.00925 -3.28073 -0.37060
C -7.93499 -2.64205 0.56312
C -7.38421 -3.04805 -1.80277
N -4.61803 -3.09241 0.97304
C -5.23583 -2.44596 2.12926
C -3.63197 -2.22670 0.25593
N -6.22516 -5.34272 1.37127
C -7.50649 -5.96534 1.26898
C -5.29457 -5.90601 2.34763
H -8.95519 -2.65677 0.17963
H -7.75037 -1.57674 0.70148
H -7.93139 -3.10412 1.55033
H -6.77189 -2.19147 -2.08464
H -8.40672 -2.73562 -2.01482
H -7.09876 -3.85297 -2.48006
H -5.78191 -1.53972 1.86729
H -5.92002 -3.10350 2.66557
H -4.52512 -2.08938 2.87481
H -2.75404 -1.87645 0.79876
H -3.24563 -2.84525 -0.55416
H -4.13464 -1.33654 -0.12227
H -7.51046 -6.97538 0.85922
H -7.93206 -5.96332 2.27247
H -8.11049 -5.24843 0.71281
H -5.57640 -6.90011 2.69468
H -5.07021 -5.28916 3.21783
H -4.30012 -6.01097 1.91386
C -2.62657 -2.66677 -4.19158
C -3.65974 -1.66118 -4.24982
N -4.39814 -0.81532 -4.30860
H -1.68555 -2.12571 -4.09246
H -2.56004 -3.33071 -5.05348
H -2.85099 -3.16875 -3.25044
C 2.26617 8.72356 -0.92778
C 1.93928 7.32970 -1.06451
N 1.64414 6.22990 -1.24310
H 3.20465 8.96917 -1.42479
H 2.18909 8.92420 0.14082
H 1.41378 9.30412 -1.28062
C -4.28271 0.11681 6.21611
C -3.59983 1.31776 5.58418
N -3.11905 2.22915 5.12064
H -4.14599 0.21639 7.29290
H -3.78658 -0.79529 5.88441
H -5.36265 0.19906 6.09333
C -0.23512 5.39114 -3.92059
C -0.94425 6.54572 -3.40699
N -1.42119 7.50581 -3.00156
H -0.49128 5.23681 -4.96876
H -0.65153 4.55598 -3.35738
H 0.85255 5.42023 -3.85552
```

Mulliken population analysis, charges in e, atoms 1 to 5:
1. O -0.84
2. P 0.42
3. N 0.17
4. C -1.06
5. C -1.13